Molecular formula: C26H22BrCsF6N8O2PS2Se2Te
Method: DFT, ωB97M-V/def2-TZVPD

Output
* E: -10994.83746 a.u.
* 2S+1: 2
* HOMO (alpha / beta): -1.73 / -2.95 eV
* total charge: -2
* strongest force on any atom: 0.061 Eh/bohr
* Kohn-Sham gap (alpha / beta): 5.51 / 6.70 eV

Element x y z (Å)
Cs: -1.068 -0.197 -1.656
Te: 2.178 -0.779 0.322
Br: 4.427 -4.811 0.080
Se: -1.809 5.112 -1.722
Se: -2.828 2.987 -0.063
S: 0.854 -1.271 2.859
S: 4.296 -1.239 -3.788
P: -3.198 -2.279 0.870
F: -4.495 -3.105 1.357
F: -1.876 -1.422 0.377
F: -2.528 -3.615 0.265
F: -3.897 -1.985 -0.560
F: -2.467 -2.557 2.292
F: -3.816 -0.909 1.461
O: -0.447 -2.775 -3.255
O: 0.884 -1.502 -2.007
N: -3.074 1.724 -2.528
N: -0.903 0.861 2.784
N: -2.443 0.276 4.233
N: -1.487 -0.685 4.091
N: -0.164 1.682 1.922
N: 3.588 -0.442 -1.215
N: 0.462 3.823 -0.655
N: 2.202 -3.837 -1.217
C: -5.134 1.801 -1.317
C: 0.670 -6.131 -1.033
C: 2.237 2.807 -1.919
C: -0.529 -0.364 3.208
C: 1.632 3.214 -3.099
C: 3.634 0.233 1.536
C: 5.955 0.465 2.175
C: 2.653 -4.916 -0.637
C: 1.610 3.150 -0.732
C: -3.729 1.128 -3.526
C: 3.324 1.313 2.355
C: 1.949 -6.101 -0.497
C: -0.134 4.194 -1.792
C: 0.970 -3.871 -1.727
C: -2.054 1.226 3.437
C: 0.173 -5.007 -1.667
C: 4.959 -0.190 1.463
C: 0.427 -2.612 -2.393
C: 5.639 1.550 2.981
C: 3.852 -0.805 -2.305
C: 0.443 3.915 -3.038
C: -5.078 0.829 -3.496
C: -3.765 2.076 -1.437
C: -5.789 1.168 -2.351
C: 4.319 1.968 3.072
C: -2.704 2.546 3.271
H: -3.192 2.620 2.298
H: -5.647 2.081 -0.408
H: -1.961 3.342 3.330
H: -6.845 0.939 -2.270
H: -5.552 0.340 -4.337
H: -3.446 2.669 4.057
H: 5.217 -1.035 0.836
H: 2.076 2.969 -4.056
H: -0.816 -4.969 -2.100
H: 2.055 2.866 0.216
H: 4.057 2.813 3.698
H: 3.152 2.232 -1.911
H: 0.490 1.064 1.439
H: 2.303 1.657 2.447
H: 6.415 2.068 3.532
H: -0.071 4.229 -3.937
H: 0.068 -7.027 -0.946
H: -0.801 2.062 1.216
H: -3.135 0.887 -4.403
H: 2.386 -6.949 0.008
H: -1.651 -1.623 4.416
H: 6.981 0.124 2.097

Atom charges from the Mulliken analysis, given in e for atoms 1 to 2:
1 Cs 1.240
2 Te 0.559



Molecular formula: C2H6O2
Method: DFT, ωB97M-V/def2-TZVPD

Output
* E: -230.24543 a.u.
* 2S+1: 1
* HOMO: -10.22 eV
* total charge: 0
* SMILES: OCCO
* strongest force on any atom: 0.025 Eh/bohr
* Kohn-Sham gap: 11.07 eV

Element x y z (Å)
O: -0.922 1.304 0.000
O: 0.160 -0.710 -1.356
C: -0.492 0.253 0.836
C: 0.613 -0.438 -0.023
H: 1.405 0.327 -0.072
H: -1.424 -0.229 1.198
H: -1.178 0.761 -0.767
H: 1.006 -1.357 0.419
H: 0.852 -0.511 -2.006
H: -0.020 0.600 1.771

Atom charges from the Mulliken analysis, given in e for atoms 1 to 2:
1 O -0.516
2 O -0.553



Molecular formula: C5H13NO
Method: DFT, ωB97M-V/def2-TZVPD

Output
* E: -327.96576 a.u.
* 2S+1: 2
* HOMO (alpha / beta): -15.26 / -15.35 eV
* total charge: +1
* strongest force on any atom: 0.031 Eh/bohr
* Kohn-Sham gap (alpha / beta): 12.08 / 7.69 eV

Element x y z (Å)
O: -2.436 -1.518 0.692
N: 0.302 -0.832 0.720
C: 1.203 1.202 -0.435
C: -1.736 -1.648 -0.510
C: 0.448 2.386 0.143
C: -0.190 -1.619 -0.360
C: 1.446 0.016 0.563
H: 0.389 2.518 1.227
H: 0.844 3.323 -0.233
H: 0.274 -1.235 -1.268
H: -0.385 -0.510 1.402
H: -2.487 -0.591 0.965
H: -0.587 2.356 -0.185
H: 0.612 0.837 -1.279
H: 2.349 -0.552 0.364
H: -2.003 -0.841 -1.196
H: 2.158 1.389 -0.904
H: 1.565 0.549 1.510
H: 0.201 -2.636 -0.236
H: -1.969 -2.590 -0.979

Atom charges from the Mulliken analysis, given in e for atoms 1 to 2:
1 O -0.530
2 N 0.077



Molecular formula: C2H3F4HgNO5S2
Method: DFT, ωB97M-V/def2-TZVPD

Output
* E: -1858.03308 a.u.
* 2S+1: 2
* HOMO (alpha / beta): -4.66 / -4.64 eV
* total charge: -1
* strongest force on any atom: 0.103 Eh/bohr
* Kohn-Sham gap (alpha / beta): 4.72 / 4.69 eV

Element x y z (Å)
Hg: -1.258 -0.134 -1.783
S: 0.194 -2.315 0.150
S: -1.577 -0.480 1.359
F: 2.619 -1.286 0.569
F: 1.456 -0.270 -0.942
F: -1.663 2.237 -2.023
F: 2.362 -2.180 -1.379
O: -2.342 -0.776 2.612
O: -0.665 -2.169 -1.059
O: -0.929 0.970 1.579
O: -0.924 1.704 -0.451
O: 0.643 -3.678 0.452
N: -0.234 -1.523 1.429
C: 1.771 -1.465 -0.431
C: -0.016 2.713 -0.085
H: 0.651 2.164 0.599
H: 0.526 2.993 -0.998
H: -0.613 3.495 0.403

Atom charges from the Mulliken analysis, given in e for atoms 1 to 2:
1 Hg 1.233
2 S 1.053



Molecular formula: C4H11GaO2
Method: DFT, ωB97M-V/def2-TZVPD

Output
* E: -2233.91327 a.u.
* 2S+1: 2
* HOMO (alpha / beta): -11.82 / -13.60 eV
* total charge: +1
* strongest force on any atom: 0.033 Eh/bohr
* Kohn-Sham gap (alpha / beta): 7.19 / 8.92 eV

Element x y z (Å)
Ga: -7.494 0.269 -2.737
O: -3.597 -0.257 1.054
O: -5.793 1.137 -1.922
C: -4.605 1.142 -2.710
C: -5.655 1.574 -0.629
C: -4.071 -1.551 0.749
C: -6.853 1.437 0.230
H: -2.714 -0.123 0.626
H: -3.824 -2.277 1.541
H: -4.223 2.167 -2.799
H: -5.162 -1.487 0.653
H: -3.672 -1.926 -0.208
H: -6.863 2.266 0.949
H: -7.850 1.508 -0.271
H: -4.635 1.597 -0.235
H: -3.845 0.495 -2.251
H: -4.872 0.753 -3.700
H: -6.878 0.447 0.727

Atom charges from the Mulliken analysis, given in e for atoms 1 to 2:
1 Ga 0.462
2 O -0.493



Molecular formula: C19H26N4O2S
Method: DFT, ωB97M-V/def2-TZVPD

Output
* E: -1507.31328 a.u.
* 2S+1: 1
* HOMO: -8.63 eV
* total charge: 0
* SMILES: CCn1c(COc2ccccc2C)nnc1SCC(=O)N1CCCCC1
* strongest force on any atom: 0.023 Eh/bohr
* Kohn-Sham gap: 9.20 eV

Element x y z (Å)
S: 1.212 -1.299 1.300
O: 4.427 -0.606 2.678
O: -3.829 -0.379 -1.099
N: 0.339 0.864 -0.112
N: -0.689 1.189 -0.910
N: 4.222 -0.129 0.489
N: -0.970 -0.893 -0.286
C: -0.743 -3.202 -1.061
C: 6.353 0.899 -0.133
C: -5.577 1.867 1.918
C: -6.068 0.622 1.556
C: -5.474 -0.118 0.549
C: -4.357 0.417 -0.108
C: 2.260 0.044 1.964
C: 4.206 1.726 -1.093
C: -2.718 0.088 -1.829
C: -5.992 -1.466 0.152
C: -3.861 1.661 0.250
C: -1.478 -2.232 -0.142
C: 5.630 -0.389 0.257
C: -4.475 2.380 1.264
C: 0.168 -0.379 0.262
C: 3.738 -0.249 1.739
C: 5.692 1.513 -1.364
C: 3.549 0.409 -0.671
C: -1.466 0.149 -1.022
H: -5.276 -2.241 0.426
H: 6.169 2.462 -1.614
H: -6.054 2.428 2.707
H: -2.599 -0.636 -2.644
H: 3.701 2.107 -1.982
H: 5.719 -1.126 -0.550
H: -6.128 -1.513 -0.927
H: 7.403 0.680 -0.329
H: -6.938 -1.676 0.643
H: 2.093 0.062 3.042
H: -2.996 2.078 -0.240
H: 4.080 2.457 -0.292
H: 6.046 -0.808 1.174
H: 5.814 0.840 -2.216
H: -2.899 1.079 -2.260
H: 0.316 -3.225 -0.813
H: 1.916 0.968 1.506
H: 2.491 0.579 -0.481
H: -2.545 -2.211 -0.375
H: 6.300 1.601 0.702
H: -4.080 3.347 1.536
H: 3.641 -0.321 -1.485
H: -1.150 -4.201 -0.939
H: -0.854 -2.904 -2.102
H: -1.341 -2.532 0.901
H: -6.931 0.216 2.065

Atom charges from the Mulliken analysis, given in e for atoms 1 to 2:
1 S -0.230
2 O -0.692